{
  "formula": "C2H8NOP",
  "method": "ωB97M-V with the def2-TZVPD basis set",
  "symbols": ["H", "P", "H", "C", "H", "C", "H", "H", "N", "H", "O", "H", "H"],
  "xyz": [[-1.308, 0.596, -2.068], [-2.010, 1.744, -1.414], [-2.814, 0.943, -0.706], [0.796, 0.106, 0.435], [1.232, -1.533, 1.748], [0.745, -1.452, 0.763], [1.337, -1.906, -0.057], [1.216, 0.607, 1.337], [-0.810, 1.888, -0.219], [-0.435, -1.689, 0.706], [-0.550, 0.562, 0.421], [-0.435, 2.679, 0.239], [1.161, 0.276, -0.563]],
  "forces_ev_per_angstrom": [[-1.0, 1.0, 0.2], [2.5, 0.1, -1.0], [-1.4, -1.2, 0.8], [-1.0, -0.5, 1.3], [-0.6, -0.7, -0.4], [-1.8, 1.9, -1.0], [-0.6, -0.4, 0.8], [0.8, 0.0, -1.2], [0.5, -2.8, -0.3], [3.0, 0.0, 0.4], [-1.6, 1.6, -0.2], [0.1, 0.5, 0.6], [1.0, 0.4, 0.0]],
  "lowdin_charge": [-0.077, 0.756, -0.162, -0.281, 0.058, -0.066, 0.062, 0.113, -0.375, 0.125, -0.299, 0.050, 0.096],
  "mol_weight_g_mol": 93.07,
  "e_lumo_ha": 0.0408,
  "de_lowest_kcal_mol": 104.4,
  "smiles": "CCONP",
  "max_force_ha_per_bohr": 0.059,
  "charge": 0,
  "e_homo_ev": -9.027,
  "homo_lumo_gap_ev": 10.136
}